[1]
The following is a quantum chemistry calculation of a 3-piece molecular cluster, C12H21N3 overall, from the Open Molecules 2025 dataset.

Values from the calculation:
HOMO-LUMO gap (eV): 11.8
LUMO energy (eV): 0.6
HOMO level (eV): -11.160
SMILES: CCCC#N.CCCC#N.CCCC#N

Last column: Mulliken charge in e.
Atoms and positions in Å:
C -1.28456 -1.90042 0.80509  -0.929
C -1.35704 -2.84484 -0.47053  -0.508
C -2.56245 -2.64147 -1.36216  -0.551
C -2.50886 -1.43265 -2.25153  0.283
N -2.58084 -0.50037 -2.92280  -0.382
H -2.19314 -2.14083 1.35716  0.310
H -1.41355 -0.85750 0.51565  0.297
H -0.37745 -2.01290 1.39890  0.224
H -1.26505 -3.90019 -0.21389  0.325
H -0.49372 -2.66432 -1.11100  0.317
H -3.54958 -2.72346 -0.90726  0.334
H -2.57890 -3.51429 -2.01487  0.280
C 4.69080 -1.36620 5.67039  -1.185
C 4.05172 -0.47220 4.56942  -0.249
C 2.57095 -0.34753 4.51387  -0.419
C 1.85199 -1.55570 4.08692  0.205
N 1.25450 -2.47619 3.69462  -0.473
H 5.77738 -1.40218 5.59201  0.313
H 4.39120 -2.41401 5.69151  0.355
H 4.40985 -1.13281 6.69737  0.344
H 4.45055 -0.80142 3.60990  0.290
H 4.38114 0.54565 4.77814  0.242
H 2.14089 0.34779 3.79299  0.276
H 2.16401 -0.01058 5.46727  0.305
C -2.29194 4.27915 -3.72582  -1.110
C -1.46192 3.01921 -3.50840  -0.433
C -1.55223 2.10940 -4.70441  -0.360
C -0.94166 2.74935 -5.84890  0.208
N -0.40564 3.28972 -6.65724  -0.403
H -2.28979 4.78784 -2.76180  0.317
H -3.34019 4.05601 -3.92454  0.311
H -2.00326 5.10359 -4.37778  0.354
H -1.75959 2.45716 -2.62318  0.272
H -0.40058 3.24176 -3.39832  0.319
H -2.60563 1.89262 -4.88178  0.297
H -0.91744 1.23282 -4.57500  0.225

=====

[2]
The following is a quantum chemistry calculation of C12H21N3O in the gas phase, from the Open Molecules 2025 dataset.

Values from the calculation:
HOMO-LUMO gap (eV): 9.0
LUMO energy (eV): 0.6
HOMO level (eV): -8.383
SMILES: CC(C)CN1CCC(=O)N(CCC#N)CC1

Last column: Mulliken charge in e.
Atoms and positions in Å:
C 1.90307 -2.76076 -1.49315  -1.533
H 1.40157 -3.69904 -1.26296  0.369
H 2.27550 -2.33445 -0.56394  0.334
H 2.75548 -2.97951 -2.13241  0.439
C 0.94129 -1.80368 -2.19550  0.512
C 0.44783 -2.42767 -3.49922  -1.782
H 1.28765 -2.67192 -4.14595  0.440
H -0.20214 -1.73621 -4.02924  0.415
H -0.10577 -3.34301 -3.29856  0.391
C -0.24589 -1.41875 -1.28437  -0.715
N -0.23900 0.00339 -0.98969  0.160
C 0.72922 0.41904 -0.00291  -0.866
H 1.68546 -0.04456 -0.25312  0.244
C 0.37836 0.06855 1.45837  -1.000
N -0.58173 0.96953 2.06168  0.151
C -1.88286 1.05613 1.67022  0.844
O -2.67153 1.78305 2.24122  -0.677
C -2.28980 0.20771 0.48568  -0.828
H -2.13268 -0.85127 0.69959  0.456
H -3.35853 0.37141 0.34376  0.394
C -1.53760 0.60669 -0.80195  -1.016
H -2.15076 0.33725 -1.66543  0.469
H -1.40561 1.69307 -0.81284  0.493
C -0.12249 1.86234 3.09999  -1.097
H 0.40265 1.29462 3.87589  0.370
H -1.01844 2.31792 3.53062  0.461
C 0.80966 2.96439 2.56175  -0.318
C 0.21055 3.64265 1.43961  0.262
N -0.24842 4.15406 0.52681  -0.502
H 1.76215 2.53868 2.23074  0.282
H 1.00876 3.69224 3.35199  0.433
H 1.28704 0.10361 2.06339  0.334
H -0.00394 -0.95707 1.50591  0.426
H 0.84132 1.50417 -0.09079  0.496
H -0.22459 -2.04441 -0.37856  0.260
H -1.18047 -1.63706 -1.80322  0.583
H 1.47471 -0.88115 -2.44342  0.317

=====

Repeat the first record exactly.
The following is a quantum chemistry calculation of a 3-piece molecular cluster, C12H21N3 overall, from the Open Molecules 2025 dataset.

Values from the calculation:
HOMO-LUMO gap (eV): 11.8
LUMO energy (eV): 0.6
HOMO level (eV): -11.160
SMILES: CCCC#N.CCCC#N.CCCC#N

Last column: Mulliken charge in e.
Atoms and positions in Å:
C -1.28456 -1.90042 0.80509  -0.929
C -1.35704 -2.84484 -0.47053  -0.508
C -2.56245 -2.64147 -1.36216  -0.551
C -2.50886 -1.43265 -2.25153  0.283
N -2.58084 -0.50037 -2.92280  -0.382
H -2.19314 -2.14083 1.35716  0.310
H -1.41355 -0.85750 0.51565  0.297
H -0.37745 -2.01290 1.39890  0.224
H -1.26505 -3.90019 -0.21389  0.325
H -0.49372 -2.66432 -1.11100  0.317
H -3.54958 -2.72346 -0.90726  0.334
H -2.57890 -3.51429 -2.01487  0.280
C 4.69080 -1.36620 5.67039  -1.185
C 4.05172 -0.47220 4.56942  -0.249
C 2.57095 -0.34753 4.51387  -0.419
C 1.85199 -1.55570 4.08692  0.205
N 1.25450 -2.47619 3.69462  -0.473
H 5.77738 -1.40218 5.59201  0.313
H 4.39120 -2.41401 5.69151  0.355
H 4.40985 -1.13281 6.69737  0.344
H 4.45055 -0.80142 3.60990  0.290
H 4.38114 0.54565 4.77814  0.242
H 2.14089 0.34779 3.79299  0.276
H 2.16401 -0.01058 5.46727  0.305
C -2.29194 4.27915 -3.72582  -1.110
C -1.46192 3.01921 -3.50840  -0.433
C -1.55223 2.10940 -4.70441  -0.360
C -0.94166 2.74935 -5.84890  0.208
N -0.40564 3.28972 -6.65724  -0.403
H -2.28979 4.78784 -2.76180  0.317
H -3.34019 4.05601 -3.92454  0.311
H -2.00326 5.10359 -4.37778  0.354
H -1.75959 2.45716 -2.62318  0.272
H -0.40058 3.24176 -3.39832  0.319
H -2.60563 1.89262 -4.88178  0.297
H -0.91744 1.23282 -4.57500  0.225